Entry from the Open Molecules 2025 dataset: an isolated ion of composition C26H33N2O2 and charge +1 (ωB97M-V/def2-TZVPD).

Each line ends with the Mulliken charge.
Atoms and positions in Å:
C: -5.0079 0.7679 -2.1649  -0.896
C: -4.2818 1.0128 -1.0914  0.084
C: -3.9788 2.3955 -0.5819  -0.788
N: -2.5482 2.6349 -0.5140  0.000
C: -1.7761 2.6425 0.5655  0.320
O: -0.5469 2.7974 0.4554  -0.747
C: -2.3698 2.4571 1.9642  0.266
H: -3.4155 2.7629 1.9736  0.702
C: -1.6077 3.3164 2.9949  -1.035
H: -1.2165 4.2056 2.4984  0.406
H: -2.2925 3.6486 3.7744  0.351
C: -0.4562 2.5367 3.6383  -0.695
N: 0.1061 1.6272 2.6278  0.453
C: -0.8196 0.4993 2.3922  -0.942
H: -0.5478 0.0440 1.4375  0.457
H: -0.6787 -0.2467 3.1788  0.492
C: -2.2764 0.9808 2.3756  -0.913
H: -2.7229 0.8780 3.3659  0.466
H: -2.8535 0.3563 1.6944  0.293
C: 1.4901 1.1705 2.8944  -1.111
C: 2.0247 0.4214 1.7051  0.218
C: 2.1498 -0.9600 1.7172  -0.862
C: 2.6019 -1.6476 0.6060  -0.284
C: 2.9409 -0.9506 -0.5521  0.654
C: 2.8272 0.4446 -0.5601  -0.886
C: 2.3727 1.1178 0.5493  0.042
H: 2.2891 2.1938 0.5205  0.442
H: 3.1122 0.9730 -1.4549  0.549
O: 3.3797 -1.5061 -1.6980  -0.423
C: 3.5236 -2.9130 -1.7787  -0.919
C: 2.2191 -3.6679 -1.6863  0.323
C: 1.0365 -3.0852 -2.1209  -0.071
C: -0.1561 -3.7823 -2.0440  -0.660
C: -0.1756 -5.0718 -1.5411  -0.408
C: 1.0024 -5.6615 -1.1139  -0.572
C: 2.1939 -4.9617 -1.1815  -0.337
H: 3.1118 -5.4235 -0.8467  0.399
H: 0.9936 -6.6686 -0.7259  0.388
H: -1.1047 -5.6185 -1.4867  0.402
H: -1.0702 -3.3204 -2.3874  0.427
H: 1.0555 -2.0833 -2.5246  0.418
H: 4.2293 -3.2693 -1.0170  0.393
H: 3.9740 -3.0776 -2.7636  0.338
H: 2.6788 -2.7214 0.6501  0.412
H: 1.8982 -1.5168 2.6083  0.384
H: 2.0997 2.0570 3.0847  0.399
H: 1.4931 0.5412 3.7885  0.425
H: 0.0840 2.1919 1.6922  0.196
H: 0.3179 3.2256 3.9786  0.417
H: -0.7941 1.9529 4.4980  0.383
C: -1.8668 2.7542 -1.8064  -1.000
C: -1.2010 1.4652 -2.1933  0.060
C: 0.0940 1.3509 -2.4119  -0.770
H: 0.5435 0.4161 -2.6963  0.214
H: 0.7560 2.1954 -2.3256  0.240
H: -1.8631 0.6144 -2.2816  0.412
H: -2.6127 3.0298 -2.5533  0.440
H: -1.1186 3.5463 -1.7288  0.413
H: -4.4165 3.1396 -1.2538  0.487
H: -4.4354 2.5233 0.4005  0.308
H: -3.8620 0.2026 -0.5096  0.262
H: -5.2172 -0.2354 -2.4918  0.285
H: -5.4365 1.5603 -2.7556  0.297

Computed properties:
LUMO energy in eV: -2.02
Relative energy (zero: lowest compared OMol25 entry of this formula, charge and spin) in kcal per mole: 59.0
Charge: +1
SMILES: C=CCN(CC=C)C(=O)[C@H]1CC[N@H+](Cc2ccc(OCc3ccccc3)cc2)CC1

---

Entry from the Open Molecules 2025 dataset: a 4-piece molecular cluster, C26H33N3O3 overall in a non-equilibrium geometry (ωB97M-V/def2-TZVPD).

Each line ends with the Mulliken charge.
Atoms and positions in Å:
C: 2.0158 -1.0375 3.2772  -0.183
C: 1.7225 -0.7807 2.1421  -0.765
C: 1.3454 -0.5010 0.7590  0.522
C: 1.4122 0.9960 0.4603  -0.495
O: 2.6343 1.5184 0.9622  -0.209
C: 3.0473 2.6957 0.4291  0.634
O: 3.0407 2.8975 -0.7544  -0.591
C: 3.5841 3.6802 1.4272  -0.757
C: 2.5674 4.2633 2.4464  -0.982
C: 1.2304 3.5475 2.5551  0.243
C: 0.3804 4.0950 3.7268  -0.774
C: 0.1448 3.0794 4.8527  -0.650
O: -1.1074 2.4270 4.7462  -0.468
C: -1.1196 1.2673 3.9299  0.043
H: 2.2021 -1.0045 4.3226  0.456
H: 0.3327 -0.8585 0.5813  -0.340
H: 2.0097 -1.0333 0.0775  0.343
H: 0.5494 1.4744 0.9219  0.157
H: 1.3389 1.1356 -0.6167  0.501
H: 4.3815 3.1780 1.9758  0.323
H: 4.0166 4.4907 0.8512  0.323
H: 2.4323 5.3243 2.2404  0.386
H: 3.0308 4.2104 3.4330  0.319
H: 1.4325 2.5012 2.7733  -0.096
H: 0.6570 3.6309 1.6320  0.371
H: -0.6050 4.3723 3.3583  0.360
H: 0.8654 4.9671 4.1662  0.473
H: 0.1211 3.5955 5.8117  0.313
H: 0.9531 2.3414 4.8880  0.412
H: -0.1352 1.0422 3.5158  -0.213
H: -1.8091 1.4038 3.0978  0.018
H: -1.4228 0.4020 4.5198  0.323
N: -1.4136 -4.3909 0.6729  -0.625
C: -2.0666 -4.2785 -0.4806  -0.561
C: -1.4476 -4.0757 -1.7050  -0.253
C: -0.0647 -3.9795 -1.7350  0.008
C: 0.6293 -4.0890 -0.5405  -0.506
C: -0.0866 -4.2964 0.6299  -0.312
H: -3.1479 -4.3419 -0.4092  0.503
H: -2.0357 -3.9830 -2.6090  0.403
H: 0.4608 -3.8123 -2.6691  0.561
H: 1.7074 -4.0038 -0.5144  0.426
H: 0.4240 -4.3765 1.5834  0.423
N: -2.1208 0.7919 0.1179  -0.109
C: -2.3218 -0.4369 -0.3525  -0.067
C: -3.5730 -1.0185 -0.4803  -0.599
C: -4.6851 -0.2862 -0.1016  -0.380
C: -4.4951 0.9966 0.3886  -0.488
C: -3.1998 1.4861 0.4775  -0.392
H: -1.4324 -0.9879 -0.6420  0.577
H: -3.6622 -2.0209 -0.8722  0.266
H: -5.6793 -0.7060 -0.1834  0.392
H: -5.3313 1.6074 0.6993  0.390
H: -3.0132 2.4855 0.8560  0.410
N: 0.9201 -3.1521 -5.0891  -0.295
C: -0.0640 -2.2551 -5.0715  0.029
C: -0.4691 -1.5360 -6.1852  -0.700
C: 0.1858 -1.7591 -7.3854  -0.164
C: 1.2126 -2.6882 -7.4205  -0.473
C: 1.5389 -3.3556 -6.2498  -0.280
H: -0.5506 -2.1052 -4.1126  0.352
H: -1.2760 -0.8203 -6.1105  0.361
H: -0.0990 -1.2175 -8.2780  0.374
H: 1.7519 -2.8933 -8.3347  0.361
H: 2.3355 -4.0911 -6.2369  0.373

Computed properties:
LUMO energy in eV: 0.62
Relative energy (zero: lowest compared OMol25 entry of this formula, charge and spin) in kcal per mole: 128.2
SMILES: C#CCCOC(=O)CCCCCOC.c1ccncc1.c1ccncc1.c1ccncc1

---

Entry from the Open Molecules 2025 dataset: one molecule with the formula C26H33N3O6 (ωB97M-V/def2-TZVPD).

Each line ends with the Mulliken charge.
Atoms and positions in Å:
C: -4.9777 -0.4282 -2.1943  -1.626
H: -5.7548 0.2591 -1.8695  0.353
H: -4.5178 -0.0386 -3.0999  0.427
H: -5.4380 -1.3816 -2.4365  0.384
C: -3.9264 -0.5753 -1.0951  0.577
N: -4.5387 -0.9022 0.1815  0.322
C: -3.8527 -0.3675 1.3323  -1.350
H: -3.6283 0.6838 1.1331  0.501
C: -2.5592 -1.0781 1.8052  -0.985
N: -1.3819 -0.8671 1.0054  0.554
C: -0.8866 -1.8034 0.1648  0.214
O: -1.4593 -2.8223 -0.1638  -0.673
C: 0.5213 -1.3681 -0.2237  0.880
O: 1.2719 -1.9980 -0.9404  -0.721
C: 0.7677 -0.1438 0.5120  -0.675
C: 1.9376 0.5154 0.6924  1.562
C: 3.1953 0.1890 0.0411  0.071
C: 3.4190 0.0001 -1.3225  -0.245
N: 4.7282 -0.2442 -1.4851  -0.023
C: 5.3780 -0.2357 -0.2752  0.102
C: 4.4420 0.0488 0.7063  0.843
C: 4.6861 0.1351 2.1739  -1.743
H: 3.7685 -0.0405 2.7313  0.438
H: 5.4250 -0.6055 2.4676  0.445
H: 5.0859 1.1137 2.4459  0.326
C: 6.8051 -0.4953 -0.2593  0.263
O: 7.4466 -0.7253 -1.2631  -0.654
O: 7.3490 -0.4450 0.9705  -0.273
C: 8.7431 -0.7030 1.0315  -0.693
H: 9.0319 -0.5664 2.0704  0.220
H: 8.9559 -1.7235 0.7055  0.309
H: 9.2869 -0.0097 0.3862  0.302
H: 5.2031 -0.4457 -2.3518  0.233
C: 2.4848 0.0979 -2.4638  -1.351
H: 1.6565 0.7518 -2.2091  0.066
H: 2.0701 -0.8895 -2.6729  0.288
H: 2.9950 0.4672 -3.3512  0.494
O: 1.9554 1.5386 1.5858  -0.598
H: 2.8485 1.9031 1.6409  0.519
C: -0.4961 0.2557 1.2331  -1.658
C: -1.0732 1.5545 0.7129  0.557
C: -1.4528 2.5509 1.5950  -0.602
C: -2.0160 3.7336 1.1452  -0.900
C: -2.2047 3.9210 -0.2100  -0.650
C: -1.8249 2.9419 -1.1125  -0.495
C: -1.2537 1.7554 -0.6660  0.646
O: -0.8415 0.7511 -1.4884  0.230
C: -1.0995 0.8433 -2.8689  -1.234
H: -0.5488 1.6709 -3.3293  0.405
H: -0.7549 -0.1000 -3.2892  0.283
H: -2.1679 0.9592 -3.0716  0.325
H: -1.9782 3.1115 -2.1665  0.493
H: -2.6479 4.8343 -0.5776  0.429
H: -2.3073 4.4975 1.8491  0.419
H: -1.3056 2.3956 2.6537  0.443
H: -0.3119 0.3719 2.3111  0.927
H: -2.7321 -2.1571 1.8259  0.765
H: -2.3424 -0.7340 2.8226  0.247
H: -4.5504 -0.4003 2.1742  0.421
C: -4.8940 -2.3124 0.2669  -0.105
C: -5.7481 -2.6368 1.4868  -1.473
H: -6.1535 -3.6406 1.3853  0.459
H: -5.1723 -2.5979 2.4080  0.288
H: -6.5746 -1.9339 1.5595  0.322
H: -4.0023 -2.9584 0.2410  0.214
H: -5.4816 -2.5375 -0.6253  0.366
H: -3.1788 -1.3249 -1.3949  0.044
H: -3.4221 0.3854 -0.9763  -0.251

Computed properties:
LUMO energy in eV: 0.11
Relative energy (zero: lowest compared OMol25 entry of this formula, charge and spin) in kcal per mole: 13.2
SMILES: CCN(CC)CCN1C(=O)C(=O)/C(=C(/O)c2c(C)[nH]c(C(=O)OC)c2C)[C@H]1c1ccccc1OC

---

Entry from the Open Molecules 2025 dataset: C26H33N4O2SSn as an isolated structure in a non-equilibrium geometry (ωB97M-V/def2-TZVPD).

Each line ends with the Mulliken charge.
Atoms and positions in Å:
Sn: 10.3996 12.0166 9.1297  0.921
C: 16.7170 13.5657 11.9308  -1.477
C: 15.3348 13.1482 11.3944  -0.147
C: 15.3572 12.2826 10.1164  0.456
C: 16.3433 11.2888 10.0343  -0.688
C: 16.4275 10.4946 8.8502  -0.849
C: 15.4966 10.6367 7.8512  -0.574
C: 14.4577 11.5291 7.9148  0.408
C: 13.5925 11.6817 6.7033  -0.433
C: 14.0608 12.7391 5.7317  -1.249
C: 14.3406 12.3251 9.0949  0.001
N: 13.2291 13.1473 9.2670  0.660
C: 13.3750 14.4332 9.1455  -0.494
C: 12.2608 15.3018 9.0671  -0.030
C: 12.3714 16.7402 8.8493  -0.959
C: 11.0697 17.2075 8.7023  -0.510
C: 10.2403 16.0743 8.8329  -0.685
N: 10.9197 14.8991 9.1221  0.164
H: 16.5855 14.4529 12.5940  0.391
H: 17.3693 13.8733 11.1496  0.392
H: 17.2367 12.7773 12.5103  0.311
H: 14.6454 14.0008 11.2574  0.360
H: 14.8063 12.5563 12.1313  0.258
H: 17.0613 11.1961 10.8417  0.283
H: 17.2530 9.7739 8.6817  0.296
H: 15.4719 9.9258 7.0360  0.376
H: 12.5740 11.9971 7.0642  -0.358
H: 13.4254 10.6812 6.2606  0.560
H: 14.2844 13.6263 6.3521  0.267
H: 13.3046 13.1200 5.0587  0.397
H: 14.9673 12.4412 5.2056  0.327
H: 14.3512 14.8908 9.0962  0.410
H: 13.2916 17.3073 8.7331  0.423
H: 10.7583 18.2596 8.5326  0.360
H: 9.1420 16.0925 8.7689  0.400
O: 6.9110 11.3561 11.2599  -0.680
C: 7.5554 11.1192 10.2239  0.380
O: 8.2545 12.0412 9.5916  -0.641
C: 7.5899 9.6835 9.6304  0.369
C: 6.4733 8.9406 9.1963  -0.472
C: 6.5942 7.7535 8.4676  -0.450
C: 7.8073 7.2650 8.1505  -0.511
C: 8.9618 7.9444 8.6215  -0.613
C: 8.8971 9.1047 9.4095  0.368
S: 10.3660 9.6491 10.1300  -0.444
H: 5.4799 9.3153 9.4255  0.409
H: 5.6868 7.2251 8.1978  0.346
H: 7.9318 6.3039 7.6316  0.321
H: 9.9927 7.5664 8.4360  0.330
C: 8.4019 12.1246 14.4022  -1.714
C: 9.7454 12.4660 13.7689  1.478
C: 10.4187 13.7071 14.3458  -1.637
C: 10.7942 11.3055 13.8313  -1.059
N: 9.3666 12.8223 12.3999  -0.271
N: 10.3617 13.0867 11.4268  -0.003
H: 8.5216 11.7449 15.4117  0.404
H: 7.9265 11.3319 13.8553  0.407
H: 7.7252 12.9365 14.4314  0.410
H: 10.6129 13.5753 15.4346  0.411
H: 9.7777 14.5773 14.2729  0.406
H: 11.3992 13.9459 13.9411  0.296
H: 10.9413 10.8318 14.8275  0.365
H: 11.7417 11.7453 13.5126  0.171
H: 10.4844 10.5200 13.1323  0.225
H: 8.6766 12.0920 12.0657  0.043
H: 11.3197 13.0119 11.8422  0.100
H: 10.3424 14.0523 11.1695  0.291

Computed properties:
LUMO energy in eV: 2.66
Relative energy (zero: lowest compared OMol25 entry of this formula, charge and spin) in kcal per mole: 0.2
Charge: -1

---

| no. | HOMO (eV) |
| --- | --- |
| 1 | -11.15 |
| 2 | -9.40 |
| 3 | -7.94 |
| 4 | -4.55 |